No. 1
Below is an isolated ion of composition C7H14N3 and charge +1 at a distorted geometry, with properties calculated with wB97M-V/def2-TZVPD.

Summary:
LUMO energy	-0.151	Eh
2S+1	1
HOMO-LUMO gap	9.1726	eV
total charge	+1
HOMO level	-13.272	eV

CARTESIAN COORDINATES (ANGSTROEM)
N  2.466  0.108  -0.004
N  0.044  0.514  0.093
N  0.699  1.429  0.582
C  -1.320  0.022  -0.035
C  3.865  -0.318  0.100
C  -2.191  1.174  0.590
C  -1.522  -1.115  0.946
C  -1.789  -0.019  -1.568
C  1.928  1.340  0.535
C  1.595  -0.704  -0.252
H  -1.563  0.932  -2.096
H  3.884  -1.249  0.677
H  -3.181  0.949  0.665
H  1.377  -1.797  -0.471
H  -1.360  -2.076  0.474
H  -0.767  -0.941  1.690
H  -1.866  1.385  1.593
H  -1.366  -0.748  -2.133
H  -2.404  -0.974  1.457
H  2.565  2.061  0.875
H  -2.814  -0.109  -1.459
H  4.412  0.481  0.595
H  -1.977  2.104  0.033
H  4.296  -0.437  -0.938

Let us look at the Mulliken charges, expressed in e, one per atom:
1. N 0.10
2. N 0.42
3. N -0.54
4. C 1.22
5. C -0.82
6. C -1.81
7. C -1.57
8. C -1.48
9. C -0.32
10. C 0.01
11. H 0.35
12. H 0.36
13. H 0.54
14. H 0.38
15. H 0.35
16. H 0.45
17. H 0.49
18. H 0.44
19. H 0.43
20. H 0.46
21. H 0.47
22. H 0.33
23. H 0.43
24. H 0.31



No. 2
Below is C7H14N3O as an isolated structure at a distorted geometry, with properties calculated with wB97M-V/def2-TZVPD.

Summary:
LUMO energy (alpha / beta)	-0.185 / -0.191	Eh
2S+1	1
HOMO-LUMO gap (alpha / beta)	7.1891 / 6.9885	eV
total charge	+1
HOMO level (alpha / beta)	-12.227 / -12.186	eV

CARTESIAN COORDINATES (ANGSTROEM)
O  -0.633  1.528  1.218
N  1.594  1.433  -0.466
N  2.785  -0.163  0.774
N  0.275  1.744  -0.965
C  0.094  -1.363  1.133
C  -0.685  1.099  0.034
C  0.464  -1.200  -1.322
C  1.745  0.322  0.110
C  0.443  -0.522  -0.031
C  -2.978  0.322  0.344
C  -1.828  0.470  -0.515
H  3.545  0.416  1.119
H  1.063  -1.926  1.331
H  0.049  2.756  -1.058
H  2.343  2.122  -0.604
H  -0.134  -0.830  1.996
H  -2.604  0.236  1.300
H  0.417  -0.718  -2.280
H  -1.724  0.170  -1.557
H  2.820  -1.137  0.980
H  -3.517  1.329  0.269
H  -0.722  -1.964  0.823
H  1.439  -1.740  -1.401
H  -3.771  -0.502  0.011
H  -0.484  -1.883  -1.241

Let us look at the Mulliken charges, expressed in e, one per atom:
1. O -0.74
2. N 0.03
3. N -0.30
4. N -0.47
5. C -1.53
6. C 0.76
7. C -1.43
8. C 0.26
9. C 0.90
10. C -1.18
11. C -0.21
12. H 0.25
13. H 0.36
14. H 0.39
15. H 0.25
16. H 0.36
17. H 0.40
18. H 0.35
19. H 0.50
20. H 0.21
21. H 0.35
22. H 0.47
23. H 0.32
24. H 0.31
25. H 0.39



No. 3
Below is a 2-piece molecular cluster, C7H14N3O overall at a distorted geometry, with properties calculated with wB97M-V/def2-TZVPD.

Summary:
LUMO energy	-0.123	Eh
2S+1	1
HOMO-LUMO gap	10.8487	eV
total charge	+1
HOMO level	-14.187	eV

CARTESIAN COORDINATES (ANGSTROEM)
O  -0.719  -0.589  -1.901
N  -0.225  -0.797  -0.618
N  -1.836  -4.163  -1.056
N  0.189  -3.285  -0.157
C  -0.691  -3.946  -0.708
C  -1.149  1.326  -0.115
C  -0.028  2.428  -0.347
C  1.527  1.065  1.056
C  -0.394  0.150  0.235
C  0.367  0.163  1.456
C  0.922  2.418  0.742
H  -2.062  -4.381  -1.989
H  -0.205  0.522  2.342
H  0.493  2.173  -1.342
H  2.171  0.717  0.166
H  0.884  -3.601  0.471
H  -1.875  1.854  0.639
H  -0.548  3.485  -0.329
H  1.812  2.974  0.283
H  -1.730  1.193  -0.971
H  2.061  1.132  2.026
H  0.669  -0.877  1.452
H  0.477  2.927  1.541
H  -0.236  -1.179  -2.490
H  0.127  -1.710  -0.385

Let us look at the Mulliken charges, expressed in e, one per atom:
1. O -0.44
2. N 0.32
3. N -0.38
4. N -0.55
5. C 0.35
6. C -0.79
7. C -0.40
8. C -0.41
9. C 0.16
10. C -0.67
11. C -0.61
12. H 0.29
13. H 0.35
14. H 0.30
15. H 0.30
16. H 0.19
17. H 0.30
18. H 0.30
19. H 0.25
20. H 0.47
21. H 0.30
22. H 0.17
23. H 0.39
24. H 0.36
25. H 0.46



No. 4
Below is C7H14N3O as an isolated structure at a distorted geometry, with properties calculated with wB97M-V/def2-TZVPD.

Summary:
LUMO energy	-0.113	Eh
2S+1	1
HOMO-LUMO gap	8.7369	eV
total charge	+1
HOMO level	-11.816	eV

CARTESIAN COORDINATES (ANGSTROEM)
O  2.805  -1.417  1.859
N  1.539  -0.758  0.023
N  -2.074  1.223  -1.629
N  -0.015  0.869  1.674
C  -2.073  1.456  -0.308
C  1.537  -1.030  1.536
C  -1.759  -0.203  -2.070
C  1.217  0.371  2.124
C  -0.217  -0.472  -1.844
C  -0.452  0.566  0.403
C  0.234  -0.224  -0.477
H  -2.178  -1.004  -1.397
H  0.328  0.122  -2.631
H  -0.595  1.156  2.413
H  2.312  -0.158  0.014
H  2.076  0.982  2.113
H  1.046  0.006  3.232
H  2.788  -2.336  1.551
H  0.830  -1.764  1.768
H  -1.926  -0.288  -3.144
H  -1.633  1.896  -2.282
H  1.897  -1.579  -0.635
H  -0.139  -1.565  -2.215
H  -2.819  0.777  0.203
H  -2.048  2.420  0.203

Let us look at the Mulliken charges, expressed in e, one per atom:
1. O -0.51
2. N -0.09
3. N -0.22
4. N -0.21
5. C -0.63
6. C -0.35
7. C -0.91
8. C -0.71
9. C -0.53
10. C 0.25
11. C -0.13
12. H 0.35
13. H 0.30
14. H 0.25
15. H 0.37
16. H 0.35
17. H 0.36
18. H 0.39
19. H 0.47
20. H 0.36
21. H 0.29
22. H 0.47
23. H 0.36
24. H 0.32
25. H 0.40



No. 5
Below is an isolated ion of composition C7H14N3OS2 and charge +1 at a distorted geometry, with properties calculated with wB97M-V/def2-TZVPD.

Summary:
LUMO energy	-0.123	Eh
2S+1	1
HOMO-LUMO gap	9.1744	eV
total charge	+1
HOMO level	-12.518	eV

CARTESIAN COORDINATES (ANGSTROEM)
S  -1.811  -0.292  2.138
S  0.339  -1.364  -1.836
O  -2.008  -2.756  -1.963
N  -0.953  0.381  -0.170
N  -1.293  -1.690  -2.367
N  0.755  0.111  1.522
C  3.146  -0.190  1.336
C  -2.442  0.325  -0.382
C  1.969  0.682  1.133
C  2.074  1.925  0.673
C  -0.049  0.309  -1.298
C  -3.068  0.346  1.031
C  -0.523  0.153  1.064
H  -2.616  0.962  -1.188
H  -3.953  -0.210  1.222
H  3.968  0.357  1.689
H  2.861  -0.922  2.110
H  -2.731  -0.698  -0.876
H  3.056  2.174  0.531
H  -0.596  0.914  -2.183
H  -3.201  1.425  1.277
H  1.231  2.496  0.550
H  -1.335  -1.742  -3.354
H  0.851  -0.362  2.436
H  3.601  -0.592  0.513
H  0.917  0.804  -0.972
H  -1.719  -3.607  -2.177

Let us look at the Mulliken charges, expressed in e, one per atom:
1. S -0.09
2. S 0.01
3. O -0.39
4. N 0.04
5. N -0.30
6. N -0.08
7. C -1.44
8. C -0.58
9. C 0.58
10. C -1.11
11. C -0.62
12. C -0.46
13. C 0.56
14. H 0.55
15. H 0.47
16. H 0.44
17. H 0.31
18. H 0.14
19. H 0.38
20. H 0.38
21. H 0.28
22. H 0.44
23. H 0.29
24. H 0.26
25. H 0.37
26. H 0.24
27. H 0.32



No. 6
Below is an isolated ion of composition C7H14N5O and charge +1 at a distorted geometry, with properties calculated with wB97M-V/def2-TZVPD.

Summary:
LUMO energy	-0.163	Eh
2S+1	1
SMILES	CCc1nnn(CC=O)[n+]1CCN
HOMO-LUMO gap	9.2402	eV
total charge	+1
HOMO level	-13.682	eV

CARTESIAN COORDINATES (ANGSTROEM)
O  1.914  2.959  0.529
N  0.459  -0.354  -0.667
N  1.452  1.249  -1.987
N  0.241  1.103  -2.702
N  0.510  -0.673  2.754
N  1.576  0.452  -0.826
C  -0.614  -0.816  1.724
C  2.603  1.890  0.999
C  -2.976  0.503  -1.366
C  2.783  0.473  0.135
C  -1.945  -0.552  -2.154
C  0.089  -1.403  0.358
C  -0.418  0.050  -1.832
H  1.061  -2.037  0.630
H  -2.329  1.392  -0.900
H  -3.476  -0.034  -0.436
H  -2.208  -0.493  -3.293
H  3.810  0.486  -0.430
H  0.196  0.064  3.423
H  -1.233  0.164  1.561
H  -3.743  1.015  -2.087
H  -0.652  -2.162  -0.147
H  -1.341  -1.673  2.126
H  -2.106  -1.620  -1.686
H  2.709  -0.395  0.950
H  0.598  -1.616  3.222
H  3.040  2.029  2.102

Let us look at the Mulliken charges, expressed in e, one per atom:
1. O -0.44
2. N 0.30
3. N -0.32
4. N -0.28
5. N -0.54
6. N 0.47
7. C -0.40
8. C 0.09
9. C -0.79
10. C -0.47
11. C -0.25
12. C -0.68
13. C 0.12
14. H 0.34
15. H 0.25
16. H 0.24
17. H 0.38
18. H 0.39
19. H 0.25
20. H 0.37
21. H 0.29
22. H 0.32
23. H 0.27
24. H 0.23
25. H 0.25
26. H 0.26
27. H 0.34



No. 7
Below is an isolated ion of composition C7H14NO2 and charge +1 at a distorted geometry, with properties calculated with wB97M-V/def2-TZVPD.

Summary:
LUMO energy	-0.159	Eh
2S+1	1
SMILES	C/C(O)=[N+](\O)C1(C)CCC1
HOMO-LUMO gap	9.4369	eV
total charge	+1
HOMO level	-13.764	eV

CARTESIAN COORDINATES (ANGSTROEM)
O  -1.324  0.860  -1.464
O  -0.470  0.945  1.945
N  -0.543  0.385  0.649
C  2.560  -0.775  -0.312
C  1.406  -0.194  -1.107
C  1.778  -0.648  0.942
C  -2.525  2.104  0.310
C  -0.315  -1.848  -0.282
C  0.515  -0.494  0.047
C  -1.526  1.173  -0.239
H  -0.395  0.210  2.576
H  1.583  0.884  -1.230
H  -1.986  1.054  -2.080
H  -2.893  2.832  -0.413
H  -2.118  2.616  1.121
H  -3.481  1.570  0.561
H  1.088  -0.514  -2.058
H  0.441  -2.731  -0.145
H  1.766  -1.553  1.541
H  -1.181  -2.067  0.358
H  -0.566  -1.765  -1.309
H  2.055  0.214  1.510
H  3.514  -0.392  -0.393
H  2.616  -1.865  -0.527

Let us look at the Mulliken charges, expressed in e, one per atom:
1. O -0.30
2. O -0.45
3. N 0.36
4. C -0.58
5. C -0.96
6. C -0.96
7. C -1.20
8. C -1.32
9. C 0.93
10. C 0.53
11. H 0.38
12. H 0.33
13. H 0.37
14. H 0.41
15. H 0.37
16. H 0.33
17. H 0.35
18. H 0.33
19. H 0.36
20. H 0.36
21. H 0.36
22. H 0.38
23. H 0.44
24. H 0.20



No. 8
Below is a 2-piece molecular cluster, C7H14NO3P overall at a distorted geometry, with properties calculated with wB97M-V/def2-TZVPD.

Summary:
LUMO energy	0.004	Eh
2S+1	1
HOMO-LUMO gap	8.6269	eV
HOMO level	-8.529	eV

CARTESIAN COORDINATES (ANGSTROEM)
P  1.929  -1.089  -1.200
O  1.031  -0.387  -2.430
O  3.072  0.077  -1.075
O  2.315  -2.428  -1.619
N  0.807  -1.269  1.314
C  -2.090  -1.050  0.405
C  -2.608  1.169  1.634
C  0.417  0.842  -2.158
C  4.361  -0.384  -1.220
C  -2.873  -0.224  1.130
C  0.381  -1.427  2.464
C  0.912  -0.720  0.235
H  -0.297  -2.164  2.663
H  0.784  -0.851  3.267
H  4.850  -0.463  -0.208
H  -2.466  1.209  2.710
H  1.212  1.587  -2.309
H  -0.040  0.895  -1.144
H  -1.661  1.504  1.272
H  -2.233  -2.107  0.275
H  -0.441  0.935  -2.926
H  -3.738  -0.500  1.812
H  -3.390  1.875  1.255
H  4.931  0.348  -1.942
H  4.455  -1.260  -1.709
H  -1.175  -0.641  0.082

Let us look at the Mulliken charges, expressed in e, one per atom:
1. P 0.99
2. O -0.33
3. O -0.30
4. O -0.71
5. N 0.18
6. C -0.39
7. C -1.06
8. C -0.42
9. C -0.81
10. C 0.16
11. C -0.44
12. C -0.26
13. H 0.32
14. H 0.28
15. H 0.24
16. H 0.31
17. H 0.25
18. H 0.16
19. H 0.28
20. H 0.36
21. H 0.21
22. H 0.26
23. H 0.30
24. H 0.22
25. H 0.44
26. H -0.24



No. 9
Below is an isolated ion of composition C7H14NO4P2 and charge -1 at a distorted geometry, with properties calculated with wB97M-V/def2-TZVPD.

Summary:
LUMO energy	0.130	Eh
2S+1	1
SMILES	CN([C@H]1C=CCCC1)[P@@](=O)(O)OP[O-]
HOMO-LUMO gap	7.6191	eV
total charge	-1
HOMO level	-4.090	eV

CARTESIAN COORDINATES (ANGSTROEM)
P  1.182  -0.956  1.274
P  2.931  0.351  -0.977
O  2.839  1.765  -1.380
O  1.801  0.250  0.511
O  2.165  -2.197  0.948
O  1.002  -0.780  2.721
N  -0.246  -1.497  0.479
C  -0.584  2.363  -0.657
C  -1.135  -0.495  -0.096
C  -1.050  1.415  -1.757
C  -1.071  1.879  0.669
C  -1.349  0.608  0.897
C  -0.574  0.004  -1.436
C  -0.879  -2.563  1.208
H  2.536  -2.013  0.078
H  -0.855  -0.691  -2.232
H  -2.143  1.438  -1.823
H  0.515  0.019  -1.388
H  -0.933  3.383  -0.842
H  -0.639  1.726  -2.719
H  -0.097  -3.248  1.539
H  -1.701  0.274  1.865
H  0.510  2.377  -0.643
H  -1.565  -3.094  0.537
H  -2.099  -0.998  -0.283
H  -1.182  2.611  1.459
H  4.052  0.289  -0.043
H  -1.433  -2.223  2.093

Let us look at the Mulliken charges, expressed in e, one per atom:
1. P 0.78
2. P 0.00
3. O -0.60
4. O -0.21
5. O -0.63
6. O -0.77
7. N 0.28
8. C -0.48
9. C -0.12
10. C -0.91
11. C -0.30
12. C -0.47
13. C -0.34
14. C -1.01
15. H 0.30
16. H 0.30
17. H 0.36
18. H -0.18
19. H 0.43
20. H 0.40
21. H 0.30
22. H 0.26
23. H 0.14
24. H 0.40
25. H 0.51
26. H 0.36
27. H -0.07
28. H 0.30



No. 10
Below is an isolated ion of composition C7H14NOSi and charge +1 at a distorted geometry, with properties calculated with wB97M-V/def2-TZVPD.

Summary:
LUMO energy (alpha / beta)	-0.271 / -0.271	Eh
2S+1	1
SMILES	C[Si](C)(C)[N+]1=CCCC1=O
HOMO-LUMO gap (alpha / beta)	6.4242 / 6.4161	eV
total charge	+1
HOMO level (alpha / beta)	-13.786 / -13.785	eV

CARTESIAN COORDINATES (ANGSTROEM)
Si  1.391  -0.146  -0.027
O  -1.005  -2.121  -0.522
N  -0.358  -0.053  -0.093
C  -2.653  1.081  0.306
C  1.815  0.636  1.627
C  -2.699  -0.415  0.044
C  1.769  0.810  -1.670
C  1.666  -2.005  -0.211
C  -1.287  1.422  0.447
C  -1.274  -1.035  -0.125
H  -0.794  2.297  0.297
H  1.919  1.848  -1.451
H  0.988  1.033  2.226
H  2.689  -2.385  -0.218
H  -3.332  -1.049  0.579
H  0.974  -2.428  0.523
H  0.897  0.684  -2.295
H  2.236  -0.137  2.218
H  -3.319  1.373  1.252
H  1.353  -2.184  -1.211
H  -3.097  -0.674  -0.912
H  2.603  0.388  -2.097
H  2.561  1.369  1.834
H  -3.043  1.692  -0.523

Let us look at the Mulliken charges, expressed in e, one per atom:
1. Si 0.16
2. O -0.51
3. N 0.06
4. C -0.30
5. C -1.19
6. C -0.90
7. C -1.09
8. C -0.97
9. C -0.10
10. C 0.57
11. H 0.44
12. H 0.33
13. H 0.34
14. H 0.37
15. H 0.52
16. H 0.33
17. H 0.35
18. H 0.37
19. H 0.35
20. H 0.32
21. H 0.37
22. H 0.40
23. H 0.45
24. H 0.32



What relative energy (zero: lowest compared OMol25 entry of this formula, charge and spin) values result from the calculations? In sequence: 6.121, 4.892, 3.871, 3.483, 0.000, 6.906, 4.288, 5.660, 0.000, 3.382 eV.